Entry 1:
This record from the OMol25 dataset describes a molecular structure, C14H39AgB2Br4NO4PdS2 in a non-equilibrium geometry. The level of theory is ωB97M-V/def2-TZVPD.

Properties
- HOMO-LUMO gap (spin up / spin down): 6.32 / 6.31 eV
- Charge: -1
- Highest occupied orbital energy (spin up / spin down): -4.2 / -4.2 eV
- Spin multiplicity: 3

Atoms and positions in Å:
Ag1 -0.4140 1.9004 0.3420
Pd1 -0.5748 -1.0576 2.5017
O1 0.4304 2.7087 4.8672
C1 1.4346 1.8357 4.6722
C2 1.5404 1.2235 3.2256
O2 0.3765 0.9344 2.6128
H1 1.2351 0.9875 5.3518
H2 2.3948 2.3294 4.9101
H3 2.2200 0.3571 3.3818
H4 2.0699 1.9830 2.6142
B1 -0.5695 -0.7660 0.1034
H5 -0.7616 -0.7663 -1.0917
H6 -0.5670 -1.8437 0.6355
H7 0.5146 -0.2328 0.3193
H8 -1.3926 -0.0965 0.6960
B2 -2.0337 3.1285 1.6993
H9 -2.2340 1.9217 1.7658
H10 -1.9954 3.4671 0.5408
H11 -2.8241 3.6823 2.4265
H12 -0.9158 3.3477 2.1609
C3 1.9931 1.4982 -5.1637
C4 0.8700 2.5350 -5.2381
C5 -0.4504 2.0146 -4.6461
C6 -0.4633 2.0079 -3.1835
N1 -0.4954 2.0580 -2.0372
H13 2.0237 0.9774 -4.2020
H14 2.9825 1.9387 -5.2850
H15 1.8646 0.7064 -5.9056
H16 0.6972 2.7608 -6.2910
H17 1.2207 3.4403 -4.7387
H18 -0.4935 0.9525 -4.8990
H19 -1.2797 2.6079 -5.0133
C7 3.3435 -4.0893 2.3266
S1 2.1803 -3.0241 1.4675
O3 1.1706 -2.6216 2.4759
C8 3.2287 -1.5805 1.2919
H20 3.9985 -3.5128 2.9859
H21 3.9876 -4.5929 1.6020
H22 2.8206 -4.8132 2.9460
H23 4.0771 -1.7858 0.6380
H24 3.4763 -1.1940 2.2769
H25 2.5730 -0.8897 0.7559
C9 -3.6875 -2.0802 1.6611
S2 -2.8668 -3.5355 2.2906
O4 -1.5618 -3.0591 2.8285
C10 -3.9479 -3.7995 3.7112
H26 -3.9484 -1.3604 2.4396
H27 -4.5968 -2.3324 1.1117
H28 -2.9591 -1.5885 1.0118
H29 -3.7912 -2.9871 4.4233
H30 -3.6266 -4.7224 4.1872
H31 -4.9758 -3.7690 3.3569
Br1 4.1249 0.1222 -1.7491
C11 2.9742 1.3918 -0.7718
C12 2.9468 2.7308 -1.4664
Br2 2.0978 3.9802 -0.2682
H32 3.4054 1.4631 0.2211
H33 2.0090 0.8904 -0.7377
H34 2.3903 2.6904 -2.3975
H35 3.9582 3.0763 -1.6613
Br3 -3.3618 0.2950 -4.8628
C13 -2.8303 -0.2677 -3.0519
C14 -3.5127 -1.5215 -2.6242
Br4 -2.8120 -3.0584 -3.6330
H36 -3.0920 0.5630 -2.3971
H37 -1.7520 -0.3249 -3.0684
H38 -4.5673 -1.5231 -2.8690
H39 -3.2760 -1.7115 -1.5826

Entry 2:
This record from the OMol25 dataset describes a molecular structure, C56H57AsMnN3P3S2. The level of theory is ωB97M-V/def2-TZVPD.

Properties
- HOMO-LUMO gap (spin up / spin down): 7.50 / 7.31 eV
- Highest occupied orbital energy (spin up / spin down): -7.9 / -7.7 eV
- Energy above the lowest of the compared OMol25 structures with the same formula, charge and spin: 0.476 eV
- Spin multiplicity: 2

Atoms and positions in Å:
Mn1 0.4483 0.8280 0.0400
C1 1.6129 1.1627 3.2865
P1 0.3798 0.1371 2.4205
C2 0.9797 -1.5760 2.8374
N1 2.0206 -1.5523 3.6258
C3 2.7083 -2.7016 3.8592
C4 3.8734 -2.6774 4.6567
C5 4.6158 -3.8166 4.7932
C6 4.2256 -5.0127 4.1471
C7 3.0878 -5.0606 3.3925
C8 2.3033 -3.8950 3.2459
N2 1.1600 -3.9340 2.5130
C9 0.4860 -2.8326 2.2971
P2 -1.1915 -3.0801 1.5511
C10 -1.1545 -1.8491 0.1866
C11 -1.1106 -4.7055 0.6198
C12 0.0450 -4.8112 -0.3723
C13 -1.0771 -5.8667 1.6229
C14 -2.4451 -4.8106 -0.1375
C15 -1.1539 0.3868 3.4834
C16 -1.1098 -0.5050 4.7240
C17 -1.1954 1.8598 3.9131
C18 -2.4208 0.0887 2.6776
H1 1.6080 0.9931 4.3606
H2 1.3810 2.2060 3.0683
H3 2.6002 0.9449 2.9076
H4 4.1595 -1.7425 5.1235
H5 5.5195 -3.8075 5.3894
H6 4.8409 -5.8973 4.2522
H7 2.7732 -5.9615 2.8803
H8 -1.8541 -2.1361 -0.5964
H9 -0.1736 -1.7429 -0.2760
H10 -1.5132 -0.8855 0.5510
H11 1.0094 -4.7517 0.1310
H12 -0.0047 -4.0340 -1.1387
H13 0.0005 -5.7792 -0.8839
H14 -0.1236 -5.9254 2.1376
H15 -1.2396 -6.8043 1.0815
H16 -1.8715 -5.7692 2.3681
H17 -2.5514 -4.0632 -0.9237
H18 -3.3009 -4.7301 0.5380
H19 -2.4896 -5.7919 -0.6183
H20 -0.2213 -0.3160 5.3313
H21 -1.1299 -1.5659 4.4655
H22 -1.9903 -0.2971 5.3394
H23 -0.4728 2.0745 4.7005
H24 -2.1927 2.0908 4.2959
H25 -1.0023 2.5421 3.0861
H26 -2.5095 -0.9690 2.4271
H27 -2.4578 0.6740 1.7563
H28 -3.2965 0.3679 3.2714
S1 2.1630 1.1494 -4.1679
P3 0.3634 0.4228 -3.9113
S2 -0.5366 0.7195 -2.0971
C19 0.3079 -1.3816 -4.2020
C20 -0.8501 -2.0976 -3.8953
C21 -0.8931 -3.4685 -4.0880
C22 0.2223 -4.1375 -4.5833
C23 1.3723 -3.4291 -4.8938
C24 1.4158 -2.0510 -4.7044
C25 -0.8233 1.0963 -5.1128
C26 -0.7670 0.6240 -6.4233
C27 -1.5994 1.1590 -7.3927
C28 -2.4863 2.1767 -7.0618
C29 -2.5361 2.6564 -5.7617
C30 -1.7068 2.1177 -4.7861
H29 -1.7123 -1.5749 -3.4958
H30 -1.7938 -4.0205 -3.8458
H31 0.1913 -5.2112 -4.7251
H32 2.2427 -3.9466 -5.2791
H33 2.3130 -1.4859 -4.9297
H34 -0.0691 -0.1628 -6.6856
H35 -1.5555 0.7845 -8.4080
H36 -3.1363 2.5954 -7.8202
H37 -3.2199 3.4551 -5.5009
H38 -1.7369 2.4945 -3.7713
C31 -0.2445 5.5379 -3.8951
C32 -1.3423 5.7400 -3.0703
C33 -1.4581 5.0382 -1.8768
C34 -0.4694 4.1322 -1.5137
C35 0.6278 3.9250 -2.3416
C36 0.7407 4.6293 -3.5315
As1 -0.5636 3.1024 0.1244
C37 -0.0461 4.4297 1.4346
C38 1.2370 4.8518 1.7384
C39 1.4198 5.8064 2.7312
C40 0.3230 6.3220 3.4108
C41 -0.9628 5.8952 3.1084
C42 -1.1561 4.9427 2.1145
C43 -2.4570 4.3695 1.7011
C44 -3.6999 4.6930 2.2359
C45 -4.8420 4.0755 1.7454
C46 -4.7599 3.1362 0.7239
C47 -3.5235 2.7997 0.1885
C48 -2.3838 3.4138 0.6819
H39 -0.1630 6.0785 -4.8302
H40 -2.1172 6.4408 -3.3567
H41 -2.3233 5.1940 -1.2454
H42 1.3720 3.1774 -2.0978
H43 1.5816 4.4352 -4.1854
H44 2.0907 4.4446 1.2101
H45 2.4176 6.1483 2.9762
H46 0.4724 7.0649 4.1842
H47 -1.8060 6.3039 3.6520
H48 -3.7859 5.4268 3.0285
H49 -5.8088 4.3317 2.1610
H50 -5.6595 2.6644 0.3490
H51 -3.4513 2.0638 -0.6049
C49 2.4241 1.0456 -0.2142
C50 2.8187 -0.3845 -0.2349
C51 3.5084 -0.9938 0.8246
C52 3.8138 -2.3400 0.8188
C53 3.3963 -3.1445 -0.2398
C54 2.7212 -2.5683 -1.3124
C55 2.4607 -1.2095 -1.3116
C56 3.6960 -4.5484 -0.2209
N3 3.9448 -5.6720 -0.1994
H52 2.5396 1.4987 -1.1999
H53 2.9684 1.6145 0.5415
H54 3.8748 -0.3909 1.6426
H55 4.3830 -2.7765 1.6288
H56 2.4188 -3.1760 -2.1563
H57 2.0190 -0.7523 -2.1836

Entry 3:
This record from the OMol25 dataset describes a molecular structure, C35H52BF12N2OP3S3Tl. The level of theory is ωB97M-V/def2-TZVPD.

Properties
- HOMO-LUMO gap (spin up / spin down): 5.76 / 5.83 eV
- Charge: -2
- Highest occupied orbital energy (spin up / spin down): -1.8 / -2.1 eV
- Energy above the lowest of the compared OMol25 structures with the same formula, charge and spin: 0.266 eV
- Spin multiplicity: 2

Atoms and positions in Å:
Tl1 0.0201 0.3106 -0.4890
C1 -2.6367 0.9837 -3.2546
N1 -2.6521 0.9137 -1.8010
C2 -3.3902 -0.2458 -1.3399
C3 -3.1266 2.1639 -1.1894
C4 -2.0595 2.7733 -0.2751
N2 -1.6854 1.7814 0.7115
C5 -2.1516 1.7441 1.9472
C6 -2.0091 0.5198 2.6845
F1 -1.5186 -0.5521 2.0144
C7 -2.4148 0.3497 3.9776
F2 -2.2904 -0.8659 4.5541
C8 -3.0085 1.3713 4.7055
C9 -3.2080 2.5529 4.0177
F3 -3.8288 3.5704 4.6586
C10 -2.8293 2.7423 2.7104
F4 -3.1255 3.9463 2.1507
H1 -3.6543 1.0857 -3.6755
H2 -2.1839 0.0772 -3.6594
H3 -2.0349 1.8282 -3.5828
H4 -4.4563 -0.2096 -1.6298
H5 -3.3245 -0.3149 -0.2521
H6 -2.9468 -1.1482 -1.7698
H7 -4.0194 1.9706 -0.5836
H8 -3.4003 2.8779 -1.9746
H9 -2.4324 3.7122 0.1345
H10 -1.1803 2.9972 -0.8920
H11 -3.3042 1.2495 5.7362
C11 1.3150 -3.4587 -3.4270
C12 -0.1649 -3.6389 -3.0812
C13 -1.0160 -2.7570 -4.0034
P1 -0.5316 -3.1326 -1.3187
C14 0.7998 -4.0348 -0.3799
C15 0.7124 -3.6966 1.1114
C16 0.9625 -5.5417 -0.5854
C17 -2.1633 -4.0242 -1.0412
C18 -2.6894 -3.6925 0.3631
C19 -2.2819 -5.5239 -1.3098
H12 1.4460 -3.4996 -4.5127
H13 1.9372 -4.2360 -2.9793
H14 1.6868 -2.4952 -3.0736
H15 -0.4455 -4.6851 -3.2369
H16 -0.7178 -1.7106 -3.9006
H17 -2.0835 -2.8319 -3.7775
H18 -0.8726 -3.0462 -5.0487
H19 1.6853 -3.5231 -0.7692
H20 -0.0891 -4.2557 1.6001
H21 0.5300 -2.6339 1.2688
H22 1.6515 -3.9429 1.6160
H23 0.2674 -6.0963 0.0473
H24 1.9754 -5.8424 -0.2980
H25 0.8020 -5.8449 -1.6228
H26 -2.8152 -3.5128 -1.7590
H27 -2.2197 -4.3358 1.1098
H28 -3.7704 -3.8500 0.4206
H29 -2.4751 -2.6567 0.6366
H30 -1.7330 -6.1010 -0.5670
H31 -1.9212 -5.8010 -2.3014
H32 -3.3352 -5.8185 -1.2478
S1 1.2048 3.6766 3.4871
P2 1.8371 0.9708 3.8641
S2 1.8427 -0.4423 2.4671
C20 1.2038 0.2649 5.4381
C21 0.5623 -0.9677 5.4782
C22 0.0557 -1.4503 6.6782
C23 0.1743 -0.7032 7.8413
C24 0.7933 0.5411 7.8011
C25 1.2967 1.0265 6.6055
C26 3.6106 1.1722 4.3823
C27 4.3502 0.0196 4.6558
C28 5.6889 0.1056 5.0021
C29 6.3127 1.3468 5.0750
C30 5.5840 2.4960 4.8158
C31 4.2371 2.4107 4.4702
H33 0.4584 -1.5325 4.5597
H34 -0.4478 -2.4099 6.6998
H35 -0.2238 -1.0808 8.7760
H36 0.8720 1.1364 8.7039
H37 1.7635 2.0055 6.5595
H38 3.8613 -0.9450 4.5782
H39 6.2495 -0.7999 5.2062
H40 7.3667 1.4098 5.3212
H41 6.0646 3.4659 4.8717
H42 3.6690 3.3066 4.2606
C32 4.9095 -1.9576 0.9166
C33 5.0207 -0.6717 0.1099
S3 3.4033 -0.2898 -0.6773
O1 3.0257 -1.5607 -1.3752
C34 4.0456 0.7964 -1.9824
C35 4.4774 2.1475 -1.4266
H43 5.8722 -2.2180 1.3627
H44 4.5861 -2.7721 0.2651
H45 4.1725 -1.8426 1.7108
H46 5.7623 -0.7701 -0.6864
H47 5.2549 0.1845 0.7479
H48 3.2068 0.9095 -2.6700
H49 4.8499 0.2609 -2.4911
H50 3.6966 2.5650 -0.7866
H51 4.6446 2.8514 -2.2423
H52 5.3979 2.0651 -0.8434
F5 0.8922 1.8587 -2.8996
P3 1.0337 2.5154 -4.3895
F6 2.3401 1.5907 -4.6667
F7 1.9838 3.6679 -3.7803
F8 -0.2742 3.4222 -4.1001
F9 0.0906 1.3389 -4.9866
F10 1.1699 3.1642 -5.8671
F11 0.8449 4.6620 0.9725
B1 1.1070 3.5821 1.7349
F12 1.3087 2.4702 0.9972

Entry 4:
This record from the OMol25 dataset describes a molecular structure, C15H40CuF2NO19S7 in a non-equilibrium geometry. The level of theory is ωB97M-V/def2-TZVPD.

Properties
- HOMO-LUMO gap (spin up / spin down): 6.44 / 2.58 eV
- Charge: +2
- Highest occupied orbital energy (spin up / spin down): -14.7 / -14.6 eV
- Spin multiplicity: 3

Atoms and positions in Å:
Cu1 4.9934 -10.7362 -26.9624
N1 6.0985 -12.3338 -27.7783
S1 5.9676 -13.3571 -28.9272
O1 6.4602 -14.7393 -28.8114
O2 5.9109 -12.8356 -30.2790
F1 4.3754 -13.6130 -28.7288
S2 7.7428 -12.7502 -27.4473
O3 8.6483 -12.8344 -28.5716
O4 7.9285 -13.7119 -26.3411
F2 8.0645 -11.2255 -26.7905
O5 9.7953 -20.3378 -31.9294
S3 10.4822 -19.2360 -31.3592
O6 11.4152 -18.3426 -32.0971
O7 9.3145 -18.2292 -30.7417
C1 9.6916 -17.1386 -29.8832
C2 8.9269 -15.9065 -30.2578
C3 11.3223 -19.9021 -29.8132
H1 10.7736 -17.0396 -29.7961
H2 9.3484 -17.3894 -28.8796
H3 7.8650 -16.1051 -30.1126
H4 9.1547 -15.6281 -31.2868
H5 9.2729 -15.0151 -29.7346
H6 11.8644 -20.8273 -30.0086
H7 10.4782 -20.1501 -29.1697
H8 12.0480 -19.2241 -29.3640
O8 9.2112 -10.8506 -34.4658
S4 9.2650 -11.7773 -33.3174
O9 8.7507 -13.1501 -33.4389
O10 10.8254 -11.8943 -32.6423
C4 11.0375 -12.7598 -31.5271
C5 11.9440 -13.9327 -31.7895
C6 8.4212 -11.0054 -31.8487
H9 10.1052 -13.0704 -31.0554
H10 11.5020 -12.1767 -30.7319
H11 12.0749 -14.5283 -30.8860
H12 12.8801 -13.6461 -32.2689
H13 11.5428 -14.6978 -32.4541
H14 8.1855 -11.8639 -31.2197
H15 7.4816 -10.5033 -32.0792
H16 9.1579 -10.4713 -31.2486
O11 2.8566 -8.9026 -30.4662
S5 2.7621 -10.2731 -29.8851
O12 3.7065 -10.6824 -28.7979
O13 1.2327 -10.4746 -29.4313
C7 0.9500 -11.6926 -28.8680
C8 -0.3644 -12.2617 -29.3905
C9 2.8349 -11.4954 -31.2653
H17 0.8470 -11.5821 -27.7885
H18 1.7687 -12.4045 -28.9726
H19 -1.1613 -11.5210 -29.4564
H20 -0.6917 -13.0932 -28.7662
H21 -0.1495 -12.6627 -30.3810
H22 2.0175 -11.4388 -31.9842
H23 2.7117 -12.4795 -30.8131
H24 3.7570 -11.4299 -31.8428
O14 7.5869 -15.1334 -23.5497
S6 7.7959 -16.5236 -23.8722
O15 8.9616 -17.1915 -23.3125
O16 6.4633 -17.4239 -23.4380
C10 5.1777 -16.7206 -23.7482
C11 4.0870 -17.4191 -22.8988
C12 7.6833 -16.8297 -25.6734
H25 4.7830 -16.8200 -24.7593
H26 5.2839 -15.6807 -23.4394
H27 3.9769 -18.4959 -23.0270
H28 3.1261 -16.9389 -23.0834
H29 4.2451 -17.2112 -21.8406
H30 6.8935 -16.2652 -26.1691
H31 7.5890 -17.9154 -25.6933
H32 8.5980 -16.5206 -26.1793
O17 3.0683 -13.7865 -24.4950
S7 2.4127 -12.8817 -25.4370
O18 3.2053 -12.0514 -26.3716
O19 1.3861 -13.7991 -26.3569
C13 1.9697 -14.9862 -27.0594
C14 1.4950 -16.1457 -26.2151
C15 1.1010 -11.7958 -24.6274
H33 3.0543 -14.9092 -26.9833
H34 1.7034 -15.0182 -28.1158
H35 1.6680 -16.0398 -25.1441
H36 1.9314 -17.0972 -26.5189
H37 0.4190 -16.2479 -26.3561
H38 1.6238 -11.1758 -23.8990
H39 0.5986 -12.4780 -23.9416
H40 0.4793 -11.1953 -25.2914